(1)
Entry from OMol25: a 2-piece molecular cluster, C4H12NOS overall in a non-equilibrium geometry (the ωB97M-V functional and the def2-TZVPD basis).

XYZ file:
```
19
Properties=species:S:1:pos:R:3:nbo_charge:R:1
C -1.458 -0.822 1.176 -0.435
N -0.037 -0.518 0.833 -0.644
C 0.025 0.796 0.175 -0.079
C -0.141 0.732 -1.358 -0.520
S -1.881 0.718 -1.962 -0.731
C 1.419 1.419 0.434 -0.609
H -1.906 -0.027 1.782 0.159
H -1.985 -0.847 0.221 0.259
H -1.450 -1.774 1.707 0.176
H 0.488 -0.406 1.692 0.337
H -0.695 1.543 0.520 0.177
H 0.384 1.606 -1.757 0.173
H 0.339 -0.114 -1.848 0.176
H 1.631 1.450 1.520 0.173
H 1.466 2.436 0.065 0.208
H 2.221 0.778 0.066 0.201
H 0.443 -2.238 -1.865 0.468
H 0.553 -2.034 -0.355 0.497
O 0.585 -2.697 -1.047 -0.986
```

For the orbital gap, the calculation gives 0.227 hartree. Its total charge is -1. The calculation puts the calculated total energy at -18716.2014 eV. The value obtained for the LUMO energy is 3.7 eV. Its multiplicity is 1.


(2)
Entry from OMol25: a 2-piece molecular cluster, C4H12NOS overall in a non-equilibrium geometry (the ωB97M-V functional and the def2-TZVPD basis).

XYZ file:
```
19
Properties=species:S:1:pos:R:3:nbo_charge:R:1
C -0.970 -1.336 -1.680 -0.405
N 0.203 -1.357 -0.828 -0.635
C 0.075 -0.544 0.379 -0.073
C 0.964 0.697 0.365 -0.528
S 0.442 1.952 1.538 -0.699
C 0.293 -1.370 1.645 -0.620
H -1.818 -1.916 -1.319 0.151
H -1.291 -0.297 -1.819 0.203
H -0.704 -1.698 -2.677 0.177
H 0.397 -2.330 -0.609 0.338
H -0.967 -0.208 0.461 0.174
H 1.998 0.333 0.485 0.168
H 0.994 1.069 -0.668 0.191
H -0.234 -2.337 1.611 0.175
H -0.045 -0.824 2.524 0.240
H 1.360 -1.570 1.808 0.190
H 0.387 3.595 -0.060 0.498
H -0.958 4.155 -0.347 0.455
O -0.124 3.987 -0.808 -0.999
```

For the orbital gap, the calculation gives 0.237 hartree. Its total charge is -1. The calculation puts the calculated total energy at -18716.3601 eV. The value obtained for the LUMO energy is 3.8 eV. Its multiplicity is 1.


(3)
Entry from OMol25: a 2-piece molecular cluster, C4H12NOS overall in a non-equilibrium geometry (the ωB97M-V functional and the def2-TZVPD basis).

XYZ file:
```
19
Properties=species:S:1:pos:R:3:nbo_charge:R:1
C 1.038 -0.870 0.047 -0.197
N 0.368 0.367 0.354 -0.691
C -0.946 0.532 -0.194 -0.224
C -1.368 2.019 -0.221 -0.525
S -0.017 3.184 -0.624 -0.714
C 1.629 -0.966 -1.354 -0.629
H 1.829 -1.070 0.768 0.172
H 0.344 -1.706 0.167 0.147
H 0.943 1.190 0.131 0.406
H -1.672 -0.061 0.385 0.167
H -1.030 0.136 -1.227 0.134
H -1.831 2.247 0.744 0.169
H -2.098 2.111 -1.024 0.184
H 2.347 -0.178 -1.508 0.210
H 2.015 -1.961 -1.536 0.186
H 0.882 -0.776 -2.129 0.207
H -0.813 -0.706 2.786 0.484
H -0.520 -1.884 1.859 0.471
O -1.100 -1.610 2.575 -0.957
```

For the orbital gap, the calculation gives 0.227 hartree. Its total charge is -1. The calculation puts the calculated total energy at -18716.2005 eV. The value obtained for the LUMO energy is 3.6 eV. Its multiplicity is 1.


(4)
Entry from OMol25: a 2-piece molecular cluster, C4H12NP overall in a non-equilibrium geometry (the ωB97M-V functional and the def2-TZVPD basis).

XYZ file:
```
18
Properties=species:S:1:pos:R:3:nbo_charge:R:1
C -2.199 0.482 -0.864 -0.608
C 1.452 -2.146 -0.285 -0.790
C -1.526 0.066 0.436 -0.403
C -0.244 0.849 0.677 -0.738
N 2.288 1.317 0.176 -1.158
P 1.022 0.573 -0.650 0.897
H -1.525 0.312 -1.704 0.209
H -3.109 -0.091 -1.027 0.212
H -2.457 1.541 -0.841 0.201
H 1.038 -2.329 0.692 0.181
H 2.523 -2.195 -0.351 0.184
H 0.913 -2.575 -1.107 0.187
H -2.210 0.227 1.274 0.203
H -1.287 -0.999 0.395 0.208
H -0.456 1.925 0.677 0.225
H 0.190 0.593 1.648 0.216
H 3.174 1.337 -0.308 0.392
H 2.413 1.114 1.162 0.381
```

For the orbital gap (spin up / spin down), the calculation gives 0.291 / 0.291 hartree. Its total charge is 0. The calculation puts the calculated total energy at -15119.5857 eV. The value obtained for the LUMO energy (spin up / spin down) is 0.6 / 0.6 eV. Its multiplicity is 1.


(5)
Entry from OMol25: a 2-piece molecular cluster, C4H12NPS overall in a non-equilibrium geometry (the ωB97M-V functional and the def2-TZVPD basis).

XYZ file:
```
19
Properties=species:S:1:pos:R:3:nbo_charge:R:1
H 0.747 1.341 -0.323 0.332
N 0.319 2.289 -0.555 -0.627
C -0.414 2.176 -1.583 0.148
C -0.443 1.024 -2.557 -0.697
H -1.061 2.976 -1.842 0.158
H -1.420 1.059 -2.802 0.210
H 0.099 1.311 -3.487 0.231
H -0.124 -0.012 -2.253 0.233
C 0.998 -2.519 1.215 -0.959
P 0.598 -0.850 0.643 0.681
C -1.154 -0.515 1.262 -0.957
S 1.717 0.285 2.119 -0.355
H 0.489 -2.989 2.038 0.234
H 0.982 -3.138 0.396 0.232
H 2.056 -2.453 1.546 0.247
H -1.020 -0.901 2.375 0.236
H -1.421 0.591 1.221 0.252
H -1.880 -1.077 0.599 0.236
H 0.931 1.399 1.987 0.166
```

For the orbital gap, the calculation gives 0.337 hartree. Its total charge is 0. Its SMILES is [H]/N=C\C.CP(C)S. The calculation puts the calculated total energy at -25955.4549 eV. The value obtained for the LUMO energy is 0.8 eV. Its multiplicity is 1.


(6)
Entry from OMol25: C4H12NPS as an isolated structure in a non-equilibrium geometry (the ωB97M-V functional and the def2-TZVPD basis).

XYZ file:
```
19
Properties=species:S:1:pos:R:3:nbo_charge:R:1
C 1.551 0.633 -0.459 -0.413
C 0.087 2.067 0.694 -0.455
C -0.150 -1.935 1.475 -0.849
C -1.018 -1.169 -1.723 -0.944
N 0.155 0.891 -0.200 -0.792
P -1.031 -0.314 -0.084 1.401
S -2.751 0.434 0.326 -0.569
H 2.181 0.963 0.331 0.198
H 1.826 -0.420 -0.864 0.207
H 1.711 1.418 -1.156 0.201
H -1.006 2.422 0.520 0.243
H 0.175 1.966 1.828 0.211
H 0.633 2.901 0.222 0.210
H 0.720 -2.463 0.928 0.200
H 0.390 -1.143 2.177 0.204
H -0.730 -2.653 2.090 0.224
H -1.027 -0.265 -2.479 0.251
H 0.029 -1.472 -1.774 0.226
H -1.744 -1.863 -1.851 0.248
```

For the orbital gap, the calculation gives 0.326 hartree. Its total charge is 0. The calculation puts the calculated total energy at -25954.6738 eV. The value obtained for the LUMO energy is 0.5 eV. Its multiplicity is 1.


For reference, energy relative to the best compared isomer or geometry (same formula, charge and spin) by record: 0.5531 0.3945 0.5541 2.2268 1.5956 2.3767 eV.